Record 1
A cluster of 2 separate species, C4H8O2 in total. Source: OMol25; level of theory: ωB97M-V with the def2-TZVPD basis set.

Computed properties:
Electronic energy ... -8371.190 eV
Net charge ... 0
E_HOMO ... -9.113 eV
Energy above the lowest of the compared OMol25 structures with the same formula, charge and spin ... 201.85 kJ/mol
SMILES ... C=C(C)O.C=O

Structure (XYZ):
```
14
Properties=species:S:1:pos:R:3:forces:R:3:lowdin_charge:R:1
O -1.801 0.970 0.648 0.31 0.41 0.07 -0.028
O -0.343 -0.176 -1.698 -0.12 0.05 0.05 0.019
C -0.834 1.695 0.709 -0.31 -0.13 0.01 -0.149
C -0.132 -1.555 0.289 0.02 -0.05 0.01 -0.037
C 0.397 -0.457 -0.586 0.29 0.01 0.22 -0.517
C 1.526 0.215 -0.357 -0.03 -0.09 -0.09 0.032
H 0.161 -2.521 -0.133 -0.09 0.03 0.05 0.089
H 0.260 -1.478 1.306 0.00 -0.03 -0.17 0.088
H 2.155 -0.034 0.491 -0.09 0.00 -0.12 0.067
H -1.279 -0.231 -1.455 0.11 -0.05 -0.08 0.100
H -0.468 2.263 -0.164 -0.11 -0.06 0.05 0.091
H -0.270 1.846 1.649 -0.12 -0.07 -0.07 0.094
H -1.226 -1.524 0.345 0.16 0.05 -0.01 0.079
H 1.854 0.987 -1.045 -0.03 -0.09 0.08 0.072
```
Positions in Å, forces in eV/Å.

***

Record 2
A cluster of 11 separate species, C32H88N6O17P in total. Source: OMol25; level of theory: ωB97M-V with the def2-TZVPD basis set.

Computed properties:
Electronic energy ... -87634.359 eV
Net charge ... +1
E_HOMO ... -11.170 eV

Structure (XYZ):
```
144
Properties=species:S:1:pos:R:3:forces:R:3:lowdin_charge:R:1
P 0.613 -3.668 0.763 -0.33 -0.52 -0.01 0.795
O 1.124 1.674 6.062 -0.30 -0.03 -0.02 0.118
O 3.884 7.832 2.143 0.02 0.10 0.02 -0.139
O 4.854 -1.129 7.694 0.00 0.02 -0.10 -0.134
O 1.970 0.331 -1.612 -0.23 0.10 0.04 -0.165
O 0.940 5.898 -0.569 0.16 -0.02 0.03 -0.135
O 0.728 -3.616 -5.294 -0.03 0.07 0.09 -0.135
O -0.142 -4.931 0.894 0.12 0.06 -0.12 -0.367
O 3.261 -1.702 -4.829 -0.06 -0.05 0.08 -0.145
O -2.628 -2.922 0.201 0.08 -0.12 0.31 -0.083
O 1.180 -0.023 4.594 -0.47 -0.34 0.17 -0.013
O 0.650 -2.799 -8.758 0.08 -0.03 0.01 -0.128
O 4.174 5.371 -3.646 0.00 -0.11 -0.02 -0.111
O 0.658 -3.745 -1.953 -0.03 0.08 0.16 -0.213
O -5.796 -1.540 -0.506 0.06 -0.08 0.13 -0.140
O -9.116 -0.203 2.295 0.00 -0.03 0.04 -0.135
O 7.085 -1.259 -6.415 -0.09 0.12 0.02 -0.133
O -3.841 3.102 4.952 0.10 -0.03 -0.08 -0.136
N -1.730 3.540 0.420 -0.09 -0.27 0.06 0.096
N -0.210 0.152 0.000 0.20 -0.04 -0.17 -0.015
N -1.570 -2.034 0.352 -0.07 0.74 -0.72 -0.094
N 0.393 2.732 1.117 -0.04 -0.12 -0.37 0.113
N -2.974 -3.771 3.537 0.02 0.09 0.07 0.132
N -1.135 3.450 2.754 0.14 -0.21 0.05 0.098
C -1.034 2.767 1.477 -0.15 0.69 0.45 -0.597
C 1.291 -0.910 -1.674 0.22 0.21 0.11 -0.169
C 0.275 0.676 3.727 0.47 0.06 0.17 -0.162
C 1.825 -5.755 -2.572 -0.04 0.32 0.23 -0.044
C 6.665 -0.429 -7.492 0.05 -0.03 0.02 -0.161
C 1.949 1.017 -2.865 0.13 -0.03 0.14 -0.051
C -1.767 -1.129 1.461 -0.31 -0.09 0.30 -0.194
C 3.922 -2.656 -5.673 -0.02 0.04 0.02 -0.116
C -3.068 -2.602 3.075 0.02 -0.39 -0.04 -0.246
C -5.787 0.719 0.345 0.18 -0.05 0.21 -0.054
C 1.523 -0.537 6.903 0.23 0.21 -0.02 0.036
C -6.107 -0.742 0.630 -0.14 0.45 -0.06 -0.250
C -0.528 -3.083 -1.598 -0.37 0.03 -0.24 -0.188
C 5.484 -1.954 6.721 0.00 0.03 0.05 -0.155
C -2.758 3.293 5.860 0.08 -0.11 -0.06 -0.151
C -0.800 0.106 1.402 -0.15 -0.40 0.28 -0.271
C -0.306 -2.383 -0.251 0.32 -0.25 0.48 -0.376
C -0.356 -2.791 -5.695 0.08 0.01 0.07 -0.143
C -3.583 -2.456 -0.765 -0.15 0.03 -0.15 -0.115
C 1.364 -4.023 -8.893 -0.03 0.02 0.03 -0.155
C 0.559 -1.096 -0.344 0.23 -0.52 -0.21 -0.161
C 4.056 8.670 3.283 0.00 -0.05 -0.02 -0.147
C 0.396 -0.017 2.380 0.24 0.23 -0.42 -0.082
C 1.250 0.498 5.858 0.29 0.13 -0.01 -0.513
C -1.840 -1.771 2.860 0.08 0.39 0.04 -0.101
C -9.319 -0.194 3.704 -0.02 0.00 -0.05 -0.152
C -1.181 0.585 -1.046 -0.13 0.10 -0.03 0.061
C -5.016 -2.692 -0.277 -0.01 -0.12 -0.12 -0.167
C -1.658 1.352 1.669 0.08 0.19 -0.22 -0.044
C 3.133 4.820 -2.851 0.22 0.22 -0.05 -0.166
C 2.062 6.155 0.278 -0.28 -0.27 0.07 -0.163
C 0.461 -5.080 -2.428 0.17 -0.81 -0.60 -0.245
H 2.603 -0.607 7.056 0.00 -0.11 -0.04 0.074
H 4.120 8.349 1.367 0.01 -0.02 -0.01 0.073
H 0.512 0.890 0.044 -0.10 0.10 0.10 0.136
H 1.077 -2.291 -8.063 -0.01 0.02 -0.02 0.052
H -10.151 0.454 3.987 0.01 0.01 0.02 0.078
H -0.720 0.631 4.171 -0.01 -0.03 -0.04 0.115
H 0.626 -0.924 -2.538 -0.02 -0.11 0.00 0.111
H -2.779 -0.728 1.304 0.03 0.00 -0.12 0.136
H -4.995 -2.978 0.779 0.02 0.05 0.00 0.116
H -2.424 2.997 -0.079 0.02 0.00 -0.04 0.062
H -3.889 -4.203 3.655 0.00 -0.01 0.00 0.060
H 3.402 9.544 3.241 0.00 0.00 0.02 0.078
H 2.373 5.564 -2.610 -0.07 -0.08 0.04 0.068
H 6.201 0.495 -7.136 -0.01 0.00 -0.02 0.077
H 5.930 -0.992 -8.063 0.01 0.00 -0.01 0.071
H 1.129 -1.509 6.619 0.01 -0.01 0.03 0.090
H 5.091 9.002 3.386 0.00 0.00 0.02 0.078
H -6.368 1.368 1.001 -0.05 0.00 -0.06 0.079
H -9.499 -1.198 4.092 0.01 0.00 0.02 0.078
H 4.594 6.079 -3.151 0.00 0.02 -0.03 0.074
H -2.243 4.290 0.868 0.07 0.09 -0.11 0.089
H 2.005 -1.728 -1.785 -0.09 -0.07 -0.08 0.143
H 0.562 1.724 3.687 -0.15 0.02 -0.09 0.107
H 7.496 -0.177 -8.154 -0.01 0.00 -0.02 0.079
H 3.532 4.397 -1.922 -0.10 -0.05 0.02 0.075
H 1.953 -6.185 -3.562 0.02 -0.06 0.03 0.078
H 0.849 -3.009 1.989 0.06 0.13 -0.08 0.016
H 6.346 -2.480 7.138 0.00 -0.02 -0.01 0.078
H 1.907 -3.771 0.218 0.06 0.23 0.10 0.039
H -2.096 3.504 3.078 0.04 0.05 0.10 0.076
H -0.161 -5.671 -1.750 -0.07 0.39 0.24 0.118
H 0.381 5.253 -0.128 -0.22 0.15 -0.07 0.024
H 0.878 -4.589 -9.685 0.00 0.00 0.00 0.080
H -0.815 -2.355 -2.367 -0.07 -0.04 0.00 0.123
H 0.000 -1.826 -6.070 -0.07 0.03 -0.01 0.079
H 1.750 6.546 1.246 0.09 0.05 0.01 0.071
H -0.960 -2.357 3.124 -0.05 -0.09 -0.08 0.108
H 4.569 -2.153 -6.391 0.03 -0.04 0.00 0.060
H -0.033 -5.049 -3.401 -0.04 0.17 0.03 0.109
H -0.877 -3.305 -6.498 -0.01 0.04 -0.02 0.085
H -4.032 -2.136 2.836 0.06 0.10 -0.03 0.102
H 2.406 -3.853 -9.177 0.00 -0.02 -0.02 0.076
H 2.349 0.386 -3.660 -0.07 0.03 -0.04 0.081
H -1.157 1.670 -1.107 0.04 -0.02 0.00 0.098
H -0.906 0.180 -2.012 0.04 -0.05 0.02 0.098
H 4.519 -3.348 -5.077 0.02 -0.03 -0.06 0.089
H 1.334 -4.608 -7.970 0.00 -0.01 -0.01 0.069
H -0.714 4.371 2.713 -0.17 0.07 0.00 0.096
H 0.924 1.319 -3.108 0.03 0.00 -0.13 0.093
H -3.467 -1.385 -0.932 0.05 0.01 0.10 0.114
H 7.744 -0.773 -5.910 0.04 -0.07 0.01 0.074
H 2.647 5.242 0.428 0.12 0.08 0.06 0.074
H -5.544 -1.069 1.511 -0.06 -0.14 -0.03 0.097
H 1.961 -6.521 -1.810 0.03 -0.07 -0.08 0.077
H -2.179 0.246 -0.797 0.02 -0.05 0.01 0.089
H 1.096 -0.181 7.837 -0.05 -0.09 0.01 0.097
H -4.730 0.936 0.542 0.02 -0.02 -0.17 0.040
H 1.269 0.417 1.886 0.03 0.00 0.09 0.126
H 0.648 -1.060 2.552 -0.15 -0.01 0.10 0.087
H -7.171 -0.827 0.856 0.02 -0.16 0.02 0.102
H -3.410 -2.962 -1.720 0.10 -0.02 0.04 0.124
H 3.952 -1.216 -4.368 0.01 0.00 -0.02 0.071
H 2.606 -5.008 -2.418 0.04 -0.01 -0.13 0.076
H 2.693 6.895 -0.204 -0.07 0.01 -0.08 0.074
H 0.513 3.316 0.298 0.06 -0.03 -0.02 0.066
H 3.792 8.078 4.156 0.00 0.00 0.00 0.078
H -2.142 4.088 5.447 0.04 0.00 0.07 0.071
H -8.408 0.196 4.154 0.00 0.00 0.00 0.073
H -1.058 -2.610 -4.872 -0.02 -0.03 -0.01 0.067
H 1.368 -1.174 0.387 -0.15 0.31 0.20 0.139
H 2.565 1.905 -2.760 0.01 -0.02 0.05 0.076
H 2.678 4.026 -3.439 -0.03 0.02 -0.01 0.064
H -1.897 -0.939 3.572 -0.02 -0.07 0.05 0.117
H -2.580 1.310 1.090 0.08 -0.13 -0.09 0.090
H -5.476 -3.515 -0.825 0.00 0.00 0.00 0.130
H -4.411 2.410 5.299 -0.04 0.05 0.01 0.074
H -3.087 3.589 6.857 -0.10 0.02 -0.04 0.083
H -1.987 1.261 2.704 0.00 0.06 -0.01 0.122
H -9.915 -0.543 1.882 0.01 0.03 -0.04 0.079
H 5.806 -1.377 5.850 0.00 -0.01 -0.01 0.076
H 3.150 -3.213 -6.198 -0.03 0.01 0.04 0.063
H 5.492 -0.475 7.992 -0.03 0.00 0.05 0.079
H -1.349 -3.792 -1.502 0.05 -0.04 0.18 0.125
H 1.208 -3.157 -4.594 0.12 -0.02 -0.08 0.052
H 0.952 3.137 1.860 0.07 -0.22 0.06 0.095
H -6.006 0.962 -0.694 -0.09 0.01 0.03 0.084
H 4.749 -2.690 6.403 0.00 -0.01 0.00 0.077
H -2.148 2.389 5.942 0.07 0.05 0.03 0.070
```
Positions in Å, forces in eV/Å.

***

Record 3
A cluster of 2 separate species, C3H8N2O2 in total. Source: OMol25; level of theory: ωB97M-V with the def2-TZVPD basis set.

Computed properties:
Electronic energy ... -10310.156 eV
Net charge ... 0
E_HOMO (alpha / beta) ... -8.301 / -8.303 eV
Energy above the lowest of the compared OMol25 structures with the same formula, charge and spin ... 655.71 kJ/mol

Structure (XYZ):
```
15
Properties=species:S:1:pos:R:3:forces:R:3:lowdin_charge:R:1
O -1.391 1.079 0.986 -0.42 0.44 -0.35 -0.135
O 0.508 0.841 -2.380 0.80 -1.00 2.82 -0.094
N 0.335 0.425 -1.181 -5.32 0.61 -0.85 -0.236
N 0.859 -0.402 -0.423 1.24 1.80 -1.26 -0.031
C -1.147 0.029 1.932 1.89 -1.81 -2.58 -0.060
C -1.609 0.780 -0.289 0.59 -0.27 -1.78 -0.013
C 2.214 -0.759 -0.853 -1.07 -0.59 1.00 -0.081
H -1.784 1.607 -1.008 0.36 -0.09 1.11 0.101
H 2.732 -0.686 0.082 1.15 0.17 0.02 0.070
H -0.723 0.410 2.796 0.51 1.35 1.57 0.065
H -1.953 -0.612 2.192 -1.27 -0.17 -0.17 0.079
H -2.344 -0.053 -0.555 1.63 0.36 0.57 0.127
H 2.038 -1.778 -1.031 0.65 -1.78 -0.54 0.059
H -0.331 -0.593 1.466 -0.97 0.37 0.61 0.082
H 2.597 -0.288 -1.734 0.23 0.61 -0.16 0.066
```
Positions in Å, forces in eV/Å.

***

Record 4
A structure of composition C20H19ClN2O4PdS. Source: OMol25; level of theory: ωB97M-V with the def2-TZVPD basis set.

Computed properties:
Electronic energy ... -59054.721 eV
Net charge ... -2
E_HOMO ... 0.270 eV
Energy above the lowest of the compared OMol25 structures with the same formula, charge and spin ... 48.16 kJ/mol

Structure (XYZ):
```
48
Properties=species:S:1:pos:R:3:forces:R:3:lowdin_charge:R:1
Pd -0.317 -0.259 0.086 0.49 -0.37 -0.02 0.348
Cl 1.444 1.769 7.114 0.01 0.03 0.06 0.523
S 2.028 -0.587 -0.231 -0.33 0.75 0.16 0.807
O 2.197 -1.229 -1.565 0.28 -0.29 -0.49 -0.572
O -1.200 1.317 1.403 0.03 0.32 0.45 -0.072
O -0.405 -1.238 2.427 -0.14 -0.04 0.42 -0.088
O -0.962 1.027 -2.024 -0.10 -0.01 -0.17 -0.096
N -1.377 -1.933 -1.074 -0.06 -0.10 -0.20 0.050
N -3.533 -2.135 -1.457 0.14 -0.01 -0.07 0.075
C -0.024 0.887 3.459 0.02 -0.32 -0.01 -0.147
C -3.264 -2.911 -0.351 -0.03 -0.03 0.06 -0.130
C -1.672 0.624 -2.981 0.10 0.05 0.07 -0.408
C 0.941 -0.514 5.695 -0.07 -0.10 -0.22 -0.161
C -0.012 -0.570 3.411 -0.04 0.00 -0.31 -0.420
C 1.969 1.228 -0.549 0.21 -0.08 -0.15 -0.346
C -3.085 -1.035 -4.148 0.05 0.05 0.04 -0.106
C -2.347 -0.659 -3.028 -0.01 0.08 -0.02 -0.101
C -2.638 1.046 -5.225 0.00 -0.02 0.08 -0.163
C 3.345 1.623 -1.049 0.08 -0.02 0.04 -0.263
C -1.928 -2.766 -0.128 -0.08 -0.08 -0.11 -0.158
C 0.535 -1.208 4.582 0.12 -0.02 0.39 -0.036
C 0.451 1.568 4.584 -0.01 -0.11 -0.04 -0.114
C -1.901 1.452 -4.138 -0.02 0.04 -0.16 -0.051
C -3.238 -0.216 -5.258 -0.11 -0.10 -0.12 -0.176
C -0.466 1.670 2.323 -0.16 0.15 -0.17 -0.279
C 4.317 1.065 -0.011 0.02 -0.02 -0.10 -0.271
C -2.360 -1.551 -1.867 -0.13 -0.13 0.19 -0.291
C 3.866 -0.364 0.278 -0.14 -0.13 0.23 -0.305
C 0.900 0.883 5.687 0.00 0.27 0.04 -0.707
H 1.741 1.702 0.409 -0.03 0.08 -0.03 0.077
H -4.433 -1.933 -1.848 -0.04 0.05 -0.03 0.133
H -1.444 2.436 -4.126 0.02 -0.01 0.06 0.089
H 4.376 -1.100 -0.344 -0.07 -0.02 -0.02 0.064
H 3.966 -0.648 1.327 0.01 0.02 0.00 0.062
H 4.258 1.667 0.901 0.00 0.02 -0.01 0.098
H -2.762 1.717 -6.071 0.04 0.01 0.00 0.077
H -0.063 2.710 2.308 -0.06 0.03 0.06 0.107
H 0.431 2.653 4.585 0.05 0.01 0.01 0.097
H 3.450 2.705 -1.173 -0.02 -0.01 -0.03 0.099
H 1.294 -1.030 6.581 0.04 -0.03 -0.02 0.082
H -4.035 -3.451 0.171 0.03 0.01 0.02 0.082
H 3.518 1.139 -2.015 -0.01 0.05 -0.02 0.104
H -3.795 -0.554 -6.125 0.00 0.01 0.02 0.063
H -1.324 -3.177 0.663 -0.01 0.04 0.02 0.088
H 1.161 1.391 -1.264 -0.07 -0.02 0.09 0.064
H 5.351 1.104 -0.369 0.01 -0.01 0.06 0.090
H -3.541 -2.023 -4.151 0.00 -0.01 -0.01 0.092
H 0.588 -2.291 4.575 -0.04 0.00 -0.06 0.094
```
Positions in Å, forces in eV/Å.

***

In Eh/bohr, the max |F| values for the records above are, in order, 0.0102, 0.0201, 0.1055, 0.0161.